A 9-piece molecular cluster, C36H97N7O10 overall. Source: the Open Molecules 2025 dataset; level of theory: the ωB97M-V functional and the def2-TZVPD basis.

```
150
Properties=species:S:1:pos:R:3:forces:R:3
C 4.42252 1.61508 4.16595 -0.64 -0.27 0.96
O 4.56735 0.60302 5.21292 0.84 0.32 -1.42
C 3.61493 -0.39156 5.50833 -0.79 -0.47 0.10
C 4.19618 -1.34912 6.53821 -0.22 -1.50 0.75
C 3.35695 -2.59538 6.84112 -0.70 -0.02 -0.15
N 4.48853 -0.67934 7.78112 0.48 1.10 0.31
H 3.99481 2.50316 4.63122 -0.12 0.10 0.02
H 3.79614 1.37331 3.30729 -0.21 -0.64 0.20
H 5.38178 1.91796 3.74620 0.28 -0.49 0.44
H 2.72246 0.05998 5.94156 -0.20 0.30 0.43
H 3.16767 -1.00906 4.72938 0.65 0.23 -1.09
H 5.09465 -1.89387 6.24819 0.61 1.00 -0.71
H 2.35945 -2.35897 7.21149 -0.24 0.03 -0.18
H 3.80471 -3.23009 7.60582 0.35 0.41 0.15
H 3.30111 -3.25297 5.97363 -0.33 0.18 -0.23
H 4.85648 0.21144 7.47908 0.97 0.28 0.12
H 3.64690 -0.31599 8.20508 -0.73 -0.57 0.27
C -1.94975 -5.75989 2.20726 0.18 0.65 1.18
O -1.93212 -6.87030 3.12324 0.37 -0.20 -3.02
C -1.70833 -6.70564 4.46304 -0.57 0.34 1.93
C -1.26545 -8.03627 5.11662 0.37 0.42 -1.46
C -0.06990 -8.68061 4.39662 1.89 0.00 0.61
N -2.36153 -8.98836 5.08332 -0.02 -0.24 -0.11
H -2.67427 -4.98929 2.47058 -0.68 -0.27 0.26
H -2.14155 -6.04113 1.17178 0.02 -0.64 0.36
H -1.03815 -5.16278 2.23089 0.63 -0.45 0.03
H -1.04609 -5.90035 4.78091 0.63 0.13 -0.58
H -2.66904 -6.41142 4.88562 -0.26 -0.08 0.60
H -1.00365 -7.87826 6.16285 0.11 0.32 -0.03
H 0.22761 -9.59977 4.90134 -0.47 -0.37 0.27
H 0.87591 -8.15242 4.51732 -0.03 0.76 0.03
H -0.05277 -8.95350 3.34147 -1.03 0.38 -0.10
H -1.83685 -9.84895 5.14800 -0.57 -0.74 0.39
H -2.63091 -9.00165 4.11000 -0.56 0.00 -0.35
C -8.38489 3.07071 -2.69309 -0.03 0.38 1.30
O -7.96483 2.66103 -3.92943 0.54 0.50 -1.65
C -8.51639 3.37884 -5.02338 0.29 -0.06 -0.75
C -7.91219 2.75494 -6.28503 -0.84 -0.70 0.02
C -6.45054 2.92353 -6.44557 1.52 -0.15 1.65
N -8.57689 3.11454 -7.52659 -0.12 0.96 0.51
H -8.33807 4.13818 -2.47767 -0.34 0.55 -0.71
H -7.64965 2.73959 -1.95968 -0.35 -0.83 0.11
H -9.40074 2.70527 -2.54272 -0.09 0.01 0.64
H -9.60630 3.39218 -5.02734 -0.38 -0.70 0.04
H -8.30918 4.44888 -5.03669 0.65 0.27 0.44
H -7.96125 1.66871 -6.20877 -0.60 -0.28 0.82
H -6.04133 3.89012 -6.73943 -0.33 -0.19 -1.08
H -6.13960 1.97970 -6.89344 0.77 0.71 -1.02
H -5.96274 2.83512 -5.47484 -0.24 -0.21 0.46
H -8.04045 2.68603 -8.26734 -0.46 -0.04 -0.32
H -9.53796 2.80566 -7.49421 0.01 -0.21 -0.46
C 6.51072 -3.42201 2.16264 0.32 1.20 -1.25
O 6.14044 -3.52908 0.76981 -0.77 -1.10 1.06
C 4.83554 -4.15873 0.60707 1.47 0.97 0.38
C 4.74267 -5.58574 1.20093 0.64 0.79 -4.79
C 5.89723 -6.48128 0.67665 1.51 -0.15 2.35
N 3.55954 -6.11430 0.51453 -1.65 -1.10 2.05
H 7.53074 -3.04026 2.11875 0.12 -0.30 0.23
H 6.46144 -4.32249 2.77486 -0.07 -0.16 -0.31
H 5.93701 -2.61293 2.61469 -0.37 -0.11 0.30
H 4.08573 -3.48223 1.01724 -0.26 -0.12 0.46
H 4.66462 -4.11264 -0.46846 0.11 -0.56 -0.06
H 4.69251 -5.50171 2.28653 -0.36 -0.64 -0.14
H 6.12509 -6.74608 -0.35585 -1.00 0.82 -0.35
H 5.80101 -7.44585 1.17508 -0.27 -0.29 0.05
H 6.85560 -6.14561 1.07283 0.25 0.28 0.02
H 3.58330 -7.10435 0.71289 -0.58 -0.24 0.03
H 3.44096 -6.07286 -0.48763 0.86 0.74 -0.04
C 3.79177 -2.50378 -4.76712 -0.73 -1.00 1.11
O 2.56812 -3.26542 -4.66475 2.70 -0.94 -0.74
C 1.68014 -2.83818 -3.72507 -2.77 1.71 -1.63
C 0.36795 -3.65384 -3.89505 -0.35 0.55 0.25
C -0.79900 -3.09090 -3.17112 -1.04 2.29 0.70
N 0.56921 -4.95372 -3.40322 0.67 -2.76 1.13
H 4.45284 -3.09793 -5.39804 -0.15 0.50 -0.28
H 4.26394 -2.44319 -3.78656 0.14 -0.19 0.30
H 3.64543 -1.45783 -5.03671 -0.25 -0.04 -0.68
H 1.97429 -2.64572 -2.69331 0.48 -0.83 0.31
H 1.43143 -1.85270 -4.11884 -0.60 0.88 0.56
H -0.02579 -3.69607 -4.91057 1.09 -0.01 -0.53
H -1.65368 -3.75481 -3.04131 0.19 -0.35 -0.40
H -1.16140 -2.22062 -3.71825 -0.26 0.27 0.13
H -0.57827 -2.73592 -2.16445 0.28 0.02 0.20
H 0.47558 -4.87521 -2.40064 0.88 0.14 0.71
H -0.25367 -5.53175 -3.49740 -0.27 -0.21 -1.07
C 1.24738 6.50140 2.15865 -1.28 1.03 -0.10
O 1.54057 7.83008 1.59472 0.16 -2.16 1.33
C 2.70216 8.31639 2.23176 -0.37 1.56 0.12
C 3.09663 9.67485 1.65747 0.85 0.75 -1.53
C 2.75291 9.89537 0.20743 -0.17 -0.11 -1.22
N 4.55235 9.88068 1.83355 -0.22 0.40 0.74
H 1.88379 5.67253 1.84872 0.14 0.30 -0.69
H 0.18795 6.34296 1.95719 0.17 -0.35 -0.71
H 1.22279 6.41556 3.24499 0.58 0.86 0.38
H 2.49485 8.64515 3.25011 -0.09 -1.00 0.61
H 3.49770 7.57164 2.20788 0.26 0.15 -0.09
H 2.59588 10.52954 2.11228 0.00 -0.40 1.01
H 3.36649 9.18935 -0.35218 -0.29 0.00 -0.58
H 2.97847 10.90770 -0.12787 0.75 0.13 0.29
H 1.70908 9.87164 -0.10554 -0.18 -0.86 0.40
H 4.75619 10.84770 1.62515 0.00 0.27 0.24
H 5.13110 9.39100 1.16620 -0.31 -0.58 -0.20
C -1.13031 0.24121 2.03802 0.59 0.07 -0.59
O -1.78696 -0.06530 0.85955 -0.85 1.24 -0.63
C -2.44115 1.03895 0.18024 -0.20 -1.75 -2.35
C -1.58754 2.19780 -0.41013 0.30 -1.76 1.15
N -0.47705 1.63653 -1.18742 0.31 0.44 1.05
C 0.49918 2.69215 -1.56233 -0.61 -1.76 -0.68
C 1.88140 1.98795 -1.86542 -1.29 2.71 1.76
O 2.42467 1.51734 -0.59544 0.28 -0.91 -1.83
C 3.82578 1.21313 -0.81380 -0.84 -0.35 0.83
H -0.67426 -0.71942 2.27737 -0.06 0.26 0.97
H -1.83931 0.68790 2.73509 0.31 -0.22 0.61
H -0.33132 0.93367 1.77302 0.32 0.34 0.62
H -3.38552 1.40463 0.58340 0.24 0.03 0.97
H -2.73837 0.34565 -0.60658 -0.59 0.96 -0.97
H -1.24703 2.71706 0.48571 0.39 0.70 0.03
H -2.17205 2.89629 -1.00893 -0.24 -0.23 0.00
H 0.01298 1.00047 -0.57472 -0.05 -0.37 0.19
H 0.53835 3.52115 -0.85570 0.43 -0.08 0.34
H -0.06688 3.03139 -2.42986 1.14 0.79 -0.67
H 2.58463 2.78915 -2.09264 -0.04 0.00 -0.99
H 1.68749 1.30605 -2.69338 0.59 -0.62 0.37
H 4.17211 0.70486 0.08610 0.09 0.36 0.15
H 4.37907 2.13196 -1.00804 0.12 0.01 0.03
H 4.00680 0.48920 -1.60831 -0.31 0.12 -0.37
C -8.45480 -1.72537 1.00381 0.80 2.29 -0.77
C -8.16009 -3.10923 1.38098 -0.08 -0.53 0.45
C -7.53532 -3.09489 2.80934 0.77 -0.21 0.22
O -9.34400 -3.81785 1.44369 -1.85 -1.82 1.27
H -8.66224 -1.45099 -0.03049 -0.47 -0.91 -0.37
H -7.50367 -1.20162 1.09946 -0.10 0.67 0.67
H -9.27224 -1.32069 1.60056 0.35 0.18 0.28
H -7.57099 -3.58507 0.59699 0.91 -0.01 0.37
H -7.42205 -4.01308 3.38571 -0.26 -0.67 -0.83
H -8.02760 -2.48310 3.56530 -0.66 0.47 -0.62
H -6.51954 -2.69986 2.79378 0.10 0.14 -0.40
H -9.90859 -3.83638 0.66748 0.52 0.41 -0.28
C 3.25575 5.74067 -6.61498 0.14 0.37 0.47
C 1.93309 5.89148 -5.86270 -0.90 -0.99 -0.37
C 1.75182 7.20742 -5.09411 -0.23 -0.01 -0.53
O 0.81767 5.67720 -6.74976 -0.54 1.38 -0.30
H 4.04257 5.45798 -5.91562 0.12 0.02 0.00
H 3.55060 6.68382 -7.07502 -0.07 0.06 -0.04
H 3.23201 4.99470 -7.40938 -0.24 -0.13 0.15
H 1.77384 5.08808 -5.14347 0.72 -0.12 0.41
H 2.07335 8.08937 -5.64808 0.49 -0.13 -0.09
H 2.26875 7.13254 -4.13741 0.11 0.18 -0.09
H 0.70512 7.44062 -4.89887 -0.13 -0.55 0.13
H 0.80983 4.82737 -7.19623 0.53 -0.09 0.27
```
Forces are in eV/Å.

Results
- Energy above the lowest of the compared OMol25 structures with the same formula, charge and spin: 793.4 kJ/mol
- Energy: -2565.06757 Eh
- E_HOMO: -9.15 eV
- Gap between HOMO and LUMO: 9.29 eV
- SMILES: COC[C@H](C)N.COC[C@H](C)N.COC[C@H](C)N.COC[C@H](C)N.COC[C@H](C)N.COC[C@H](C)N.COCCNCCOC.CC(C)O.CC(C)O